Computed, not measured: C31H41N4NaO2PS3Si as an isolated structure, with ωB97M-V/def2-TZVPD.

```
84
Properties=species:S:1:pos:R:3:mulliken_charge:R:1
Na 0.19529 -0.16391 0.19001 0.809
C 2.73870 -0.10265 3.19435 -0.403
C 1.33293 0.20187 3.61260 0.572
C 1.06376 1.24200 4.50325 -0.380
C -0.24618 1.55411 4.79252 -0.636
C -1.26080 0.81050 4.20369 -0.940
C -0.90308 -0.20800 3.33789 0.877
N 0.36470 -0.51277 3.04699 -0.333
C -1.92274 -1.05183 2.65937 0.222
C -3.05885 -1.49603 3.32980 -0.822
C -3.93349 -2.33743 2.66610 -0.597
C -3.64807 -2.72238 1.36792 -0.808
C -2.49584 -2.22426 0.76552 0.291
N -1.66790 -1.39243 1.39663 -0.013
C -2.10623 -2.60066 -0.62424 0.756
C -3.05996 -2.79415 -1.60893 -0.926
C -2.62355 -3.12861 -2.88540 -0.560
C -1.27219 -3.23964 -3.12014 -0.431
C -0.37697 -2.99887 -2.07538 0.741
C 1.10059 -3.02656 -2.31667 -1.148
N -0.79208 -2.70657 -0.84752 -0.264
H 3.40541 -0.18333 4.05510 0.475
H 3.09732 0.71322 2.56150 -0.560
H 2.76582 -1.03218 2.62807 0.302
H 1.87488 1.83928 4.89540 0.372
H -0.47621 2.39546 5.43280 0.415
H -2.30330 1.04459 4.37493 0.453
H -3.22545 -1.20763 4.35843 0.475
H -4.81838 -2.71217 3.16534 0.427
H -4.28967 -3.40540 0.82843 0.465
H -4.11069 -2.65992 -1.39110 0.410
H -3.33533 -3.27186 -3.68869 0.412
H -0.89306 -3.46228 -4.10868 0.376
H 1.35918 -2.24557 -3.03269 0.073
H 1.63068 -2.83491 -1.38675 0.197
H 1.41940 -3.99047 -2.72194 0.481
C 2.56169 2.08659 -6.43302 -1.212
Si 1.24259 1.31935 -5.31628 0.043
C -0.18231 2.53889 -5.28693 -0.938
C 0.73078 -0.30228 -6.11942 -0.878
C 2.02916 1.04255 -3.63765 0.584
C 3.35796 1.36041 -3.40600 -0.031
C 3.93922 1.16266 -2.15586 -0.698
C 3.14122 0.62050 -1.16820 -0.533
N 1.86891 0.28115 -1.35524 0.042
C 1.28204 0.51268 -2.54854 -0.351
S -0.42227 0.18996 -2.68613 -0.450
H 2.12954 2.29498 -7.41474 0.298
H 3.41735 1.42398 -6.58153 0.327
H 2.93216 3.03206 -6.03113 0.303
H -0.57348 2.65611 -6.30186 0.350
H 0.14737 3.51977 -4.93670 0.264
H -0.97931 2.18978 -4.63324 0.268
H 0.29944 -0.13695 -7.10996 0.362
H -0.00365 -0.80409 -5.49274 0.129
H 1.59876 -0.95721 -6.23367 0.313
H 3.95969 1.77686 -4.20781 0.293
H 4.96578 1.43459 -1.95119 0.414
H 3.52377 0.48017 -0.16182 0.092
C 0.69192 5.99513 0.10331 -1.429
C 1.83339 5.25058 -0.57205 0.576
C 1.38237 4.30285 -1.67190 -0.999
O 2.70139 4.57947 0.36380 -0.359
P 2.35834 3.61998 1.62123 0.572
S 2.47347 4.64238 3.30379 -0.577
S 0.75334 2.52542 1.29470 -0.406
O 3.62971 2.60769 1.50264 -0.204
C 4.95394 2.94389 1.95775 0.412
C 5.73213 1.64260 1.93156 -1.245
C 5.60605 4.00693 1.09165 -1.372
H 0.20388 6.64242 -0.63031 0.495
H 1.07222 6.60913 0.91977 0.361
H -0.04367 5.30371 0.50539 0.239
H 2.50452 5.99520 -1.01564 0.242
H 0.71793 3.53310 -1.28304 0.095
H 2.24384 3.81159 -2.12923 0.130
H 0.85433 4.86893 -2.44329 0.495
H 4.86364 3.31451 2.98350 0.372
H 5.70025 1.20818 0.92955 0.141
H 5.31526 0.91984 2.63398 0.262
H 6.77613 1.81873 2.19688 0.493
H 5.57919 3.70840 0.04201 0.233
H 6.64792 4.13430 1.39730 0.464
H 5.09133 4.95860 1.19179 0.237
```

Orbital gap = 6.174 eV
HOMO = -0.1553 Ha
LUMO energy = 1.95 eV
Spin multiplicity = 1
Charge = -1

Computed, not measured: C31H42As3CoF6N3O6PS2 as an isolated structure, with ωB97M-V/def2-TZVPD.

```
95
Properties=species:S:1:pos:R:3:mulliken_charge:R:1
Co 0.44005 -0.06382 -0.17971 1.149
C -0.91975 0.49158 3.10859 -1.375
As 0.52385 -0.45602 2.16479 1.453
C 0.53285 -2.03402 3.32749 -1.365
C 2.03865 0.62688 2.91689 -1.367
C 3.46785 0.39068 2.41759 2.783
C 3.79965 -1.09832 2.55109 -1.637
C 3.74215 0.83538 0.97349 -1.551
As 2.87455 -0.01712 -0.61371 0.856
C 3.72015 1.20798 -1.93491 -1.335
C 4.15675 -1.46262 -0.96971 -1.217
C 4.42355 1.19218 3.32509 -2.311
As 4.35405 3.18158 3.63479 0.297
C 3.57085 4.04288 2.03379 -0.909
C 2.73525 3.36718 4.75969 -1.028
H -0.74105 0.57468 4.18549 0.467
H -1.82155 -0.09452 2.92769 0.303
H -1.05215 1.48088 2.67209 0.300
H 0.80215 -1.75242 4.34979 0.513
H 1.21005 -2.80372 2.96899 0.320
H -0.47665 -2.44222 3.31899 0.410
H 2.02495 0.47138 4.00519 0.971
H 1.74855 1.65718 2.70729 -0.211
H 3.13335 -1.67362 1.90809 0.052
H 3.66715 -1.43772 3.57849 0.416
H 4.83025 -1.29252 2.25459 0.472
H 4.82305 0.73168 0.79999 0.823
H 3.49485 1.89178 0.87609 -0.152
H 4.79995 1.27328 -1.77801 0.409
H 3.29115 2.20678 -1.90561 0.373
H 3.53075 0.79708 -2.92921 0.431
H 5.18115 -1.08462 -0.92561 0.466
H 3.97335 -1.85232 -1.97071 0.413
H 4.03985 -2.27142 -0.25711 0.203
H 5.44905 1.00768 2.98409 0.511
H 4.37115 0.78028 4.33999 0.560
H 4.24285 3.98248 1.17999 0.298
H 3.44635 5.09888 2.27579 0.472
H 2.59715 3.64118 1.76549 0.092
H 2.75565 2.65868 5.58499 0.307
H 1.81915 3.23008 4.19209 0.206
H 2.72535 4.37168 5.18359 0.425
F -2.95845 -4.94872 0.52089 -0.338
C -2.62455 -3.31552 -1.13591 0.829
F -2.06605 -4.23692 -1.99911 -0.449
F -4.49985 -2.53262 -2.36811 -0.456
S -1.13335 -2.68862 -0.22441 0.768
O -0.46785 -1.89292 -1.23821 -0.988
O -1.55045 -1.97842 0.95079 -0.499
N -0.31875 -3.99042 0.13189 -0.600
S 1.19965 -3.74222 0.36499 1.043
O 1.77255 -4.54082 1.39509 -0.704
O 1.57085 -2.34242 0.38609 -0.611
C 2.01515 -4.37742 -1.22161 0.493
F 3.32395 -4.59352 -1.03821 -0.240
F 1.90345 -3.47942 -2.20601 -0.171
F 1.47355 -5.51852 -1.63661 -0.255
N -1.17965 0.66878 -0.52411 0.548
P -2.32145 0.58098 -1.57591 1.762
C -3.30215 -0.91242 -1.17371 0.080
C -3.92905 -0.83412 0.00879 -0.041
C -4.59725 -1.87042 0.75089 -0.842
C -4.47815 -3.19592 0.65139 -1.228
C -3.63585 -4.03262 -0.26061 -0.231
C -3.21675 -2.17762 -1.95891 -0.145
C -1.82135 0.61588 -3.33301 0.401
C -2.35285 1.58358 -4.18031 -0.876
C -1.89525 1.69528 -5.47981 -0.838
C -0.89795 0.85308 -5.93971 -0.630
C -0.34565 -0.09202 -5.08941 -1.165
C -0.79515 -0.20792 -3.78591 0.083
C -3.58905 1.88368 -1.38861 -0.258
C -4.85875 1.70918 -1.92981 -0.260
C -5.82455 2.68058 -1.74381 -0.804
C -5.52725 3.82298 -1.01571 -0.530
C -4.25665 4.00548 -0.49341 -0.593
C -3.28495 3.03438 -0.67811 -0.565
H -3.94265 0.14258 0.48299 0.497
H -5.25915 -1.49482 1.52059 0.444
H -5.03535 -3.81662 1.34149 0.416
H -4.28785 -4.63232 -0.92331 0.392
H -2.62955 -2.04822 -2.87661 0.341
H -3.12085 2.25328 -3.82351 0.358
H -2.31445 2.44808 -6.13081 0.446
H -0.53965 0.94288 -6.95371 0.405
H 0.44455 -0.74002 -5.43711 0.522
H -0.34785 -0.92612 -3.11341 0.546
H -5.08545 0.81248 -2.49041 0.478
H -6.81165 2.55038 -2.16411 0.417
H -6.28915 4.57448 -0.86251 0.394
H -4.02645 4.90418 0.05969 0.433
H -2.28815 3.14618 -0.27441 0.469
O 0.84155 2.08168 -1.62511 -0.333
N 0.90085 2.72228 -0.57761 0.021
O 0.93445 2.09238 0.49879 -0.232
```

⟨S²⟩ = 6.02
Orbital gap (spin up / spin down) = 7.535 / 6.544 eV
HOMO (spin up / spin down) = -0.3031 / -0.3039 Ha
LUMO energy (spin up / spin down) = -0.71 / -1.73 eV
Spin multiplicity = 5

Computed, not measured: C31H42AsBN12O4PS2Y as an isolated structure, with ωB97M-V/def2-TZVPD.

```
95
Properties=species:S:1:pos:R:3:mulliken_charge:R:1
Y 0.13034 -0.76109 -0.12338 0.970
C 4.17856 -0.92707 0.00172 -0.894
C 3.43010 -1.55990 1.12881 0.528
C 3.99096 -2.20591 2.24107 -1.718
C 2.91587 -2.64779 2.97191 0.011
N 1.78725 -2.27450 2.33919 0.851
N 2.10221 -1.60628 1.19170 0.078
B 0.32985 -2.64967 2.74153 0.078
N -0.50534 -1.32893 2.90553 1.188
C -1.29452 -0.98268 3.93492 0.013
C -1.70169 0.32261 3.75903 -1.830
C -1.12090 0.72631 2.55305 0.632
C -1.15794 2.08200 1.91791 -1.004
N -0.41092 -0.28409 2.04384 -0.221
N -0.25669 -3.51427 1.58714 1.156
C -0.90430 -4.69284 1.61425 -0.099
C -1.11579 -5.10262 0.31683 -1.678
C -0.57443 -4.09316 -0.47696 0.641
C -0.55520 -4.00651 -1.96692 -0.871
N -0.05956 -3.12847 0.29048 -0.689
N 0.37064 -3.33247 4.11054 0.729
C 0.80089 -2.71917 5.24508 -0.428
C 0.77469 -3.63547 6.25904 -1.382
C 0.30769 -4.82620 5.65230 0.653
C 0.06440 -6.15502 6.29541 -1.261
N 0.07538 -4.63587 4.36741 -1.280
H 4.71393 -0.04490 0.34383 0.143
H 3.50643 -0.63142 -0.79942 -0.251
H 4.91697 -1.62556 -0.39290 0.430
H 5.04004 -2.33902 2.45646 0.475
H 2.88813 -3.20605 3.89666 0.440
H -1.52290 -1.67614 4.73071 0.555
H -2.32975 0.90797 4.41539 0.463
H -2.13863 2.53829 2.05179 0.405
H -0.92700 2.04097 0.85564 -0.043
H -0.41501 2.72588 2.39423 0.328
H -1.13951 -5.15947 2.55161 0.571
H -1.59866 -6.00721 -0.02273 0.456
H -0.78079 -4.97807 -2.40498 0.452
H 0.41487 -3.66221 -2.32592 0.166
H -1.31849 -3.29631 -2.29909 -0.019
H 1.09363 -1.67663 5.24841 0.605
H 1.05721 -3.48637 7.29128 0.419
H 0.73653 -6.30151 7.13939 0.360
H 0.21733 -6.95736 5.57386 0.355
H -0.96042 -6.22560 6.66523 0.223
O -1.19064 0.73108 -1.08379 0.596
N -2.49012 0.78533 -1.34624 0.103
C -2.95939 1.85313 -2.03388 -0.279
C -4.28295 1.95297 -2.34947 -0.845
C -5.15042 0.92689 -1.95813 -0.282
C -4.65360 -0.15938 -1.28233 -0.906
C -3.28660 -0.25300 -0.95944 0.456
S -2.58514 -1.55334 -0.12145 -0.419
H -2.21809 2.59910 -2.28378 0.292
H -4.62933 2.82239 -2.88993 0.486
H -6.20740 0.98702 -2.18829 0.386
H -5.28551 -0.97533 -0.96126 0.490
N 1.50466 1.03695 -0.13014 -0.747
C 2.28025 1.89753 -0.20559 1.194
C 3.26102 2.88916 -0.25870 -0.194
C 4.52691 2.68532 0.36792 -0.188
N 5.55908 2.53299 0.86498 -0.553
C 3.00115 4.13325 -0.89852 0.090
N 2.78315 5.14135 -1.41153 -0.503
C -1.69989 6.78980 -1.70211 -1.295
As 0.05971 5.96088 -1.71423 0.739
C 0.44441 6.03225 0.18293 -0.944
C 1.00547 7.28885 -2.74584 -1.136
S -0.12831 4.11160 -2.65378 -0.490
H -1.65087 7.78733 -1.25914 0.415
H -2.37914 6.16722 -1.12534 0.347
H -2.06834 6.85842 -2.72131 0.356
H -0.43182 6.41908 0.69853 0.450
H 1.29829 6.68315 0.35538 0.376
H 0.67670 5.03746 0.54369 0.086
H 0.99207 8.24922 -2.22620 0.375
H 0.45372 7.37525 -3.67609 0.357
H 2.01750 6.96729 -2.93178 0.370
C -0.96520 -2.57289 -5.10214 -0.865
O -0.31739 -1.36044 -4.71449 -0.384
P -0.64312 -0.66284 -3.26622 0.137
O 0.81236 -0.98157 -2.46457 0.530
C 2.03017 -0.51026 -3.10719 -1.166
O -0.28076 0.83704 -3.72622 -0.009
C -0.85609 1.46207 -4.87569 -0.956
H -1.19162 -2.50630 -6.16357 0.264
H -1.89590 -2.72822 -4.54661 0.391
H -0.30784 -3.42822 -4.93195 0.273
H 2.84879 -1.09700 -2.70927 0.308
H 2.17423 0.54381 -2.89704 0.346
H 1.95867 -0.66159 -4.17814 0.330
H -0.56946 2.50928 -4.82674 0.242
H -1.94716 1.38544 -4.86816 0.353
H -0.47165 1.01029 -5.78800 0.317
```

Orbital gap = 8.394 eV
HOMO = -0.2936 Ha
LUMO energy = 0.41 eV
Spin multiplicity = 1

We obtain E values of -96966.0547 -316984.6075 -152424.1071 eV for the records listed above, in that order.